Entry 1:
Molecular formula: C25H26N8O2Tc
Method: DFT, wB97M-V/def2-TZVPD

Element x y z (Å)
1 Tc -0.567 0.539 0.335
2 O -2.568 0.124 0.642
3 O -1.062 1.554 -1.289
4 N 3.713 -2.338 -1.267
5 N 4.165 -4.505 -0.457
6 N 3.888 -3.160 -0.265
7 N -0.333 0.951 2.300
8 N 3.818 -2.617 0.921
9 N -0.090 -1.095 0.063
10 N 3.581 -1.344 0.710
11 N 1.284 1.448 0.291
12 C 1.147 2.325 -1.949
13 C 0.076 2.788 -4.476
14 C 0.445 -2.650 -1.672
15 C 0.540 -3.307 0.699
16 C 0.243 -1.572 -2.692
17 C -4.441 -0.778 4.215
18 C -2.467 0.052 3.054
19 C 0.428 -2.916 2.141
20 C 0.910 1.648 2.665
21 C 0.743 -3.955 -2.018
22 C -1.184 0.626 3.228
23 C 1.776 2.148 -0.661
24 C 0.825 -4.600 0.299
25 C -0.722 2.278 -3.478
26 C 0.918 -4.939 -1.049
27 C 1.951 1.363 1.592
28 C -5.068 -0.958 2.961
29 C 1.930 2.871 -2.980
30 C 1.419 3.092 -4.236
31 C -4.433 -0.644 1.797
32 C -3.176 -0.276 4.242
33 C 3.502 -1.200 -0.619
34 C 0.319 -2.326 -0.299
35 C -3.099 -0.139 1.781
36 C -0.216 2.026 -2.191
37 H -0.889 0.824 4.261
38 H 2.731 2.655 -0.503
39 H 0.367 -1.961 -3.702
40 H 0.959 -0.756 -2.549
41 H -0.752 -1.127 -2.603
42 H 4.305 -4.883 0.475
43 H 1.264 1.324 3.646
44 H 1.107 -5.965 -1.342
45 H -4.910 -0.780 0.835
46 H 0.708 2.722 2.710
47 H 0.968 -5.362 1.059
48 H 3.314 -4.915 -0.841
49 H -6.076 -1.353 2.925
50 H 2.966 3.111 -2.767
51 H -2.677 -0.115 5.192
52 H -4.960 -1.028 5.129
53 H 0.619 -3.769 2.792
54 H 1.143 -2.126 2.384
55 H 2.785 2.066 1.662
56 H -0.569 -2.523 2.360
57 H 2.042 3.498 -5.021
58 H 3.295 -0.271 -1.121
59 H -0.347 2.959 -5.458
60 H 2.338 0.348 1.696
61 H 0.830 -4.211 -3.068
62 H -1.765 2.050 -3.651

Summary:
ΔE to the lowest compared entry with this formula, charge and spin in kcal per mole: 7.91
Max |F| in Eh/bohr: 0.0051
Multiplicity: 2
⟨S²⟩: 0.78
Gap between HOMO and LUMO (spin up / spin down) in eV: 5.73 / 7.16
Calculated total energy in a.u.: -1637.5643

---

Entry 2:
Molecular formula: C25H26NO2S
Method: DFT, wB97M-V/def2-TZVPD

Element x y z (Å)
1 S -1.414 -0.671 2.896
2 O 0.177 -0.118 0.061
3 O 1.600 5.876 -1.181
4 N -0.342 -2.664 -0.472
5 C 0.468 -2.496 -2.626
6 C 1.775 -3.557 0.576
7 C -1.826 -1.741 -2.340
8 C 0.023 3.408 1.082
9 C 3.609 -3.868 -1.007
10 C -0.683 -2.313 -1.821
11 C 1.114 4.733 -0.630
12 C 0.825 2.346 -0.931
13 C 1.518 -3.000 -1.788
14 C 1.283 3.557 -1.406
15 C 0.471 4.647 0.630
16 C -2.481 -2.320 0.593
17 C -1.844 -1.406 -3.706
18 C 3.085 -3.981 0.296
19 C -0.887 0.687 2.008
20 C 0.467 -2.126 -3.966
21 C -3.089 -0.109 3.355
22 C 1.457 7.115 -0.449
23 C -0.181 0.847 0.779
24 C -1.022 -2.283 0.624
25 C 0.190 2.236 0.325
26 C -0.705 -1.593 -4.508
27 C -0.638 -0.460 4.522
28 C 2.837 -3.356 -2.057
29 C 1.014 -3.090 -0.475
30 H -2.694 -1.568 -1.714
31 H 3.699 -4.400 1.092
32 H -2.757 -0.996 -4.142
33 H 0.396 7.357 -0.276
34 H -3.646 0.130 2.444
35 H -1.072 1.605 2.585
36 H -2.889 -1.339 0.315
37 H 1.340 -3.596 1.570
38 H -0.437 -2.315 1.556
39 H 1.779 3.628 -2.373
40 H -2.873 -2.590 1.583
41 H 1.911 7.856 -1.109
42 H -0.745 -1.319 -5.564
43 H -0.975 -1.284 5.159
44 H -2.994 0.774 3.995
45 H -2.829 -3.042 -0.158
46 H 0.446 -0.514 4.385
47 H 3.213 -3.232 -3.074
48 H 0.979 1.456 -1.544
49 H -3.592 -0.918 3.893
50 H -0.942 0.506 4.936
51 H 1.997 7.076 0.510
52 H 1.380 -2.265 -4.546
53 H -0.463 3.343 2.049
54 H 4.635 -4.190 -1.199
55 H 0.330 5.537 1.244

Summary:
ΔE to the lowest compared entry with this formula, charge and spin in kcal per mole: 29.76
Max |F| in Eh/bohr: 0.0825
Gap between HOMO and LUMO in eV: 6.17
Calculated total energy in a.u.: -1571.3510
Total charge: +1

---

Entry 3:
Molecular formula: C25H27As2InN4O
Method: DFT, wB97M-V/def2-TZVPD

Element x y z (Å)
1 In 0.178 -0.121 0.497
2 As -2.325 1.427 -0.413
3 As 0.622 2.391 0.960
4 O 1.768 -1.155 1.188
5 N 0.451 -0.940 -1.441
6 N -4.190 -5.059 4.183
7 N 1.288 -2.246 -2.954
8 N -1.240 -1.469 1.543
9 C 1.480 -1.758 -1.713
10 C -3.357 3.671 1.131
11 C -0.940 4.369 2.295
12 C -1.004 3.309 1.397
13 C 0.127 -1.735 -3.489
14 C -0.833 -1.933 2.739
15 C -4.164 0.840 -0.157
16 C 3.713 -2.769 -1.491
17 C -2.088 5.084 2.606
18 C -3.159 -2.874 1.658
19 C 3.843 -2.222 1.210
20 C -1.566 -2.853 3.456
21 C 2.634 -2.099 -0.882
22 C -3.549 -4.292 3.620
23 C -0.391 -0.925 -2.543
24 C 1.267 3.052 -0.739
25 C 2.712 -1.806 0.499
26 C -2.520 2.333 -2.130
27 C -2.754 -3.330 2.909
28 C 4.817 -3.162 -0.779
29 C -2.374 -1.944 1.013
30 C 1.961 2.862 2.255
31 C 4.874 -2.889 0.589
32 C -2.219 2.942 0.805
33 C -3.293 4.737 2.019
34 H -4.064 -3.242 1.197
35 H -1.287 -0.333 -2.563
36 H 5.631 -3.671 -1.274
37 H 2.151 3.933 2.213
38 H -4.856 1.631 -0.436
39 H 0.621 2.700 -1.541
40 H -4.350 -0.016 -0.806
41 H -4.332 0.554 0.879
42 H 1.630 2.576 3.251
43 H -0.003 4.649 2.757
44 H 3.702 -2.969 -2.555
45 H 5.737 -3.194 1.165
46 H -2.641 -1.573 0.032
47 H 3.879 -1.996 2.267
48 H -0.215 -1.993 -4.475
49 H -4.314 3.416 0.695
50 H -1.215 -3.200 4.418
51 H -3.336 3.050 -2.053
52 H 2.870 2.319 2.002
53 H 0.117 -1.567 3.106
54 H -1.608 2.860 -2.401
55 H -2.036 5.909 3.303
56 H 1.268 4.140 -0.719
57 H -4.191 5.293 2.253
58 H 1.890 -2.913 -3.407
59 H 2.278 2.682 -0.904
60 H -2.754 1.601 -2.902

Summary:
ΔE to the lowest compared entry with this formula, charge and spin in kcal per mole: 5.62
Max |F| in Eh/bohr: 0.0101
Gap between HOMO and LUMO in eV: 7.17
Calculated total energy in a.u.: -5924.3171
Total charge: +2

---

Entry 4:
Molecular formula: C25H27As2InN4O
Method: DFT, wB97M-V/def2-TZVPD

Element x y z (Å)
1 In -0.067 0.308 0.104
2 As -0.801 2.372 1.699
3 As -1.360 -1.035 2.128
4 O 0.863 1.148 -1.449
5 N 1.914 -0.032 0.993
6 N -6.625 0.424 -3.820
7 N -1.970 0.241 -1.219
8 N 4.072 -0.254 1.080
9 C -4.334 0.329 -2.638
10 C -2.511 1.417 -1.558
11 C -3.698 1.509 -2.253
12 C 3.233 1.002 -0.882
13 C -1.204 -2.845 2.826
14 C 3.578 -0.892 2.190
15 C -0.752 1.527 3.449
16 C -1.020 0.162 3.630
17 C 2.438 1.952 -2.959
18 C 2.158 1.344 -1.728
19 C -2.488 3.349 1.774
20 C -0.741 0.434 6.013
21 C 4.790 1.972 -2.478
22 C 3.057 0.268 0.359
23 C 2.236 -0.753 2.131
24 C 3.725 2.266 -3.329
25 C -1.012 -0.370 4.916
26 C -0.476 2.320 4.558
27 C -5.595 0.377 -3.317
28 C -3.739 -0.894 -2.338
29 C 4.539 1.346 -1.283
30 C -3.279 -0.834 1.860
31 C -0.463 1.781 5.835
32 C 0.541 3.769 1.754
33 C -2.561 -0.890 -1.618
34 H 5.381 1.130 -0.639
35 H 4.207 -1.373 2.918
36 H -3.773 -0.872 2.830
37 H 1.482 -1.096 2.817
38 H -0.236 2.409 6.685
39 H 1.483 3.352 2.107
40 H -0.266 3.375 4.427
41 H -2.537 3.874 2.727
42 H 5.045 -0.211 0.826
43 H 0.684 4.147 0.743
44 H 3.907 2.746 -4.281
45 H -4.185 -1.822 -2.667
46 H 1.603 2.183 -3.608
47 H -0.249 -2.987 3.327
48 H 0.233 4.588 2.399
49 H -2.078 -1.817 -1.335
50 H 5.800 2.232 -2.759
51 H -1.223 -1.420 5.075
52 H -2.527 4.070 0.959
53 H -3.330 2.665 1.696
54 H -3.494 0.123 1.386
55 H -1.266 -3.535 1.986
56 H -0.744 0.007 7.007
57 H -3.653 -1.640 1.231
58 H -1.954 2.302 -1.277
59 H -2.024 -3.043 3.513
60 H -4.128 2.468 -2.503

Summary:
ΔE to the lowest compared entry with this formula, charge and spin in kcal per mole: 8.85
Max |F| in Eh/bohr: 0.0103
Gap between HOMO and LUMO in eV: 7.17
Calculated total energy in a.u.: -5924.3119
Total charge: +2

---

Entry 5:
Molecular formula: C25H27B2Cl4F6O3
Method: DFT, wB97M-V/def2-TZVPD

Element x y z (Å)
1 Cl 0.782 6.508 4.053
2 Cl -4.196 0.075 5.948
3 Cl -5.438 2.568 4.648
4 Cl -5.603 -0.110 3.203
5 F 0.514 -6.457 -0.177
6 F 4.211 -2.990 2.483
7 F 4.743 -4.594 1.070
8 F -0.980 -5.226 0.875
9 F 5.199 -2.498 0.578
10 F -0.901 -5.223 -1.324
11 O -0.058 -0.526 -2.294
12 O -3.239 1.176 3.687
13 O 2.117 0.266 -1.744
14 C 0.302 0.708 -0.012
15 C -3.013 2.144 2.870
16 C -2.162 0.565 0.527
17 C -3.299 -0.369 0.730
18 C -2.239 4.427 2.512
19 C -1.364 5.466 2.793
20 C -0.049 1.415 -3.697
21 C 2.089 0.069 -3.138
22 C -0.439 4.177 4.655
23 C -2.194 3.243 3.278
24 C -1.348 3.159 4.415
25 C 1.288 -1.776 -0.576
26 C -0.123 -5.249 -0.200
27 C 2.916 -3.169 0.503
28 C 0.506 0.012 -3.471
29 C -0.884 0.126 0.613
30 C 2.536 -1.928 0.001
31 C 0.163 -0.867 -4.660
32 C 0.830 -4.089 -0.150
33 C 4.264 -3.318 1.149
34 C -0.415 5.306 3.817
35 C 0.433 -2.858 -0.676
36 C 2.065 -4.264 0.451
37 C 2.827 1.228 -3.786
38 C 2.778 -1.256 -3.477
39 B -4.559 0.940 4.357
40 B 0.898 -0.318 -1.233
41 H -0.695 -0.780 1.211
42 H -2.932 -1.399 0.692
43 H 0.606 -0.447 -5.571
44 H 2.821 1.120 -4.877
45 H -4.085 -0.250 -0.021
46 H 2.366 -5.225 0.853
47 H 3.716 -1.339 -2.913
48 H 0.261 2.097 -2.892
49 H 0.534 -1.887 -4.523
50 H 0.141 1.688 -0.484
51 H 0.296 1.813 -4.661
52 H 1.144 0.753 0.693
53 H 0.273 4.100 5.472
54 H 2.151 -2.120 -3.209
55 H -2.938 4.468 1.676
56 H -1.145 1.378 -3.711
57 H -1.375 6.382 2.210
58 H -0.925 -0.911 -4.788
59 H -0.534 -2.776 -1.165
60 H -3.775 -0.254 1.709
61 H -3.576 2.217 1.921
62 H -2.375 1.587 0.179
63 H 3.864 1.234 -3.434
64 H -1.383 2.265 5.038
65 H 3.002 -1.294 -4.551
66 H 2.369 2.184 -3.509
67 H 3.236 -1.098 0.054

Summary:
ΔE to the lowest compared entry with this formula, charge and spin in kcal per mole: 0.00
Max |F| in Eh/bohr: 0.0399
Gap between HOMO and LUMO in eV: 4.77
Calculated total energy in a.u.: -3684.5405
Total charge: -1

---

Entry 6:
Molecular formula: C25H27BCl2IrN5O4S
Method: DFT, wB97M-V/def2-TZVPD

Element x y z (Å)
1 Ir 0.901 0.832 0.295
2 Cl 1.754 0.683 2.650
3 Cl 0.428 -0.594 4.924
4 S 5.875 -3.958 -2.300
5 O -1.270 3.639 -5.660
6 O -0.758 -1.036 2.012
7 O -1.992 -0.362 0.118
8 O -1.027 5.709 -4.877
9 N -0.962 4.465 -4.765
10 N 0.612 1.037 -1.631
11 N 2.180 -0.702 0.108
12 N -0.197 2.462 0.330
13 N 4.803 -4.827 0.001
14 C -0.666 3.927 -3.448
15 C 2.578 -3.086 -0.237
16 C 0.314 1.723 -4.302
17 C -2.081 -1.776 2.095
18 C -3.817 -2.009 0.104
19 C 1.752 -0.873 3.811
20 C -0.478 3.172 1.419
21 C -3.838 0.070 1.606
22 C -2.499 -1.577 3.528
23 C 1.765 -2.015 0.259
24 C 1.026 0.191 -2.620
25 C -1.862 -3.205 1.805
26 C 3.894 -2.741 -0.731
27 C -0.390 3.005 -0.917
28 C 3.371 -0.402 -0.458
29 C -0.834 5.178 0.075
30 C 4.887 -3.854 -0.912
31 C -0.046 2.658 -3.319
32 C -0.677 4.342 -1.112
33 C 4.241 -1.403 -0.862
34 C -0.691 4.544 1.253
35 C 0.088 2.222 -1.989
36 C -2.967 -1.071 1.020
37 C -0.900 4.802 -2.439
38 C 0.836 0.492 -3.962
39 B -0.826 -0.296 0.818
40 H -0.985 6.212 0.030
41 H 5.235 -1.131 -1.265
42 H 3.596 0.665 -0.449
43 H 0.911 -0.217 -4.765
44 H 2.180 -4.048 -0.488
45 H 1.600 -1.748 3.186
46 H 4.461 -4.535 0.904
47 H 2.670 -0.810 4.304
48 H -2.782 -3.746 1.830
49 H -4.459 -1.435 -0.570
50 H -1.191 -3.580 2.606
51 H -0.810 5.133 2.120
52 H -1.349 5.802 -2.625
53 H 1.574 -0.722 -2.332
54 H -3.158 -2.687 -0.411
55 H -4.560 -2.630 0.627
56 H 0.312 2.080 -5.336
57 H -3.342 0.866 2.207
58 H -1.797 -2.088 4.247
59 H -4.606 -0.446 2.254
60 H 5.522 -5.536 0.002
61 H -0.624 2.716 2.393
62 H -1.343 -3.394 0.837
63 H -2.520 -0.486 3.776
64 H -4.380 0.631 0.839
65 H -3.521 -2.070 3.540
66 H 0.837 -2.165 0.846

Summary:
ΔE to the lowest compared entry with this formula, charge and spin in kcal per mole: 4.10
Max |F| in Eh/bohr: 0.1237
Multiplicity: 5
⟨S²⟩: 6.09
Gap between HOMO and LUMO (spin up / spin down) in eV: 2.44 / 3.72
Calculated total energy in a.u.: -2990.5960
Total charge: +2

---

Entry 7:
Molecular formula: C25H27BrN3OSe2Ti
Method: DFT, wB97M-V/def2-TZVPD

Element x y z (Å)
1 Br 2.065 2.138 -0.349
2 Se 0.034 -3.285 1.114
3 Se 0.870 -3.782 -1.787
4 Ti 0.381 -0.920 -0.391
5 O -0.898 4.451 -3.783
6 N -1.123 -1.919 -1.442
7 N 2.024 -1.518 0.665
8 N -0.405 1.247 -1.209
9 C 2.774 -3.369 2.006
10 C 4.025 -2.824 2.068
11 C -1.549 1.429 -1.891
12 C 0.620 0.538 2.962
13 C -0.646 -2.873 -2.287
14 C -1.597 0.269 1.984
15 C -1.791 2.464 -2.756
16 C 0.529 1.905 2.710
17 C 1.768 -2.692 1.299
18 C 0.376 3.293 -2.222
19 C 3.285 -0.996 0.730
20 C -2.415 -1.497 -1.605
21 C -0.664 3.958 1.846
22 C -1.640 1.637 1.737
23 C 1.785 -0.029 3.731
24 C -3.179 -1.849 -2.665
25 C -1.363 -3.197 -3.464
26 C -2.826 -0.596 1.804
27 C 4.285 -1.602 1.412
28 C -0.796 3.413 -2.952
29 C 1.543 -0.667 -2.126
30 C -2.606 -2.673 -3.661
31 C -0.584 2.468 2.089
32 C -0.442 -0.281 2.560
33 C 0.502 2.216 -1.384
34 H 1.873 -1.107 3.591
35 H 0.326 4.392 1.696
36 H -2.323 0.706 -1.735
37 H -2.746 2.526 -3.268
38 H 1.350 2.555 3.013
39 H 2.727 0.443 3.443
40 H -0.917 -3.895 -4.158
41 H 3.464 -0.081 0.192
42 H 4.817 -3.333 2.610
43 H 1.161 4.035 -2.310
44 H -2.533 2.072 1.290
45 H -2.822 -0.899 -0.803
46 H 1.859 -1.623 -2.522
47 H 2.535 -4.313 2.474
48 H -0.455 -1.321 2.837
49 H 1.645 0.152 4.800
50 H -2.579 -1.585 1.416
51 H -4.201 -1.498 -2.732
52 H -3.303 -0.752 2.776
53 H -3.568 -0.120 1.158
54 H -1.744 4.452 -4.241
55 H -1.115 4.462 2.704
56 H -1.279 4.188 0.974
57 H -3.170 -2.924 -4.554
58 H 2.439 -0.082 -1.940
59 H 0.952 -0.162 -2.887
60 H 5.267 -1.146 1.433

Summary:
ΔE to the lowest compared entry with this formula, charge and spin in kcal per mole: 44.73
Max |F| in Eh/bohr: 0.0368
Gap between HOMO and LUMO (spin up / spin down) in eV: 5.45 / 5.42
Calculated total energy in a.u.: -9434.4852
Total charge: +1

---

Entry 8:
Molecular formula: C25H27Cl2IN6O2STm
Method: DFT, wB97M-V/def2-TZVPD

Element x y z (Å)
1 Tm -0.211 0.221 -0.023
2 I -2.572 0.682 -1.969
3 Cl 1.098 -1.162 2.090
4 Cl -0.059 1.958 1.849
5 S -1.832 -0.434 2.520
6 O 2.183 5.271 0.853
7 O 1.633 0.266 -0.855
8 N -2.088 -2.847 1.256
9 N -1.247 -2.278 0.285
10 N -0.058 -1.515 -1.962
11 N -0.106 2.454 -1.063
12 N 4.862 1.503 0.051
13 N -3.411 -2.456 3.068
14 C -1.223 4.653 -1.057
15 C 3.886 0.675 -0.254
16 C -2.452 2.714 -1.722
17 C 3.249 4.895 -0.020
18 C 1.249 -1.907 -3.916
19 C -0.578 -4.627 0.095
20 C -0.568 -3.193 -0.320
21 C 1.003 -3.624 -2.268
22 C -3.436 -4.836 3.728
23 C 1.543 -3.181 -3.467
24 C -1.248 3.281 -1.311
25 C -2.446 -2.060 2.213
26 C -0.258 -0.858 3.261
27 C -4.109 -3.726 2.946
28 C 3.383 3.401 -0.231
29 C -2.347 5.430 -1.283
30 C 0.182 -2.766 -1.547
31 C 1.041 3.066 -1.095
32 C 4.605 2.817 0.070
33 C 2.594 1.146 -0.575
34 C 2.329 2.529 -0.636
35 C 0.455 -1.100 -3.114
36 C -3.584 3.485 -1.942
37 C 4.186 -0.785 -0.276
38 C -3.523 4.854 -1.736
39 H -2.421 -4.996 3.371
40 H -0.334 -1.759 3.865
41 H -4.142 -3.964 1.882
42 H -3.985 -5.768 3.613
43 H 0.011 -5.263 -0.552
44 H 1.075 4.088 -1.435
45 H -5.136 -3.559 3.274
46 H 3.999 -1.215 -1.260
47 H 0.230 -0.079 -3.395
48 H -3.396 -4.605 4.792
49 H -3.544 -1.888 3.889
50 H 2.177 -3.836 -4.048
51 H -1.604 -4.993 0.117
52 H -0.333 5.105 -0.645
53 H -4.398 5.463 -1.906
54 H 5.418 3.448 0.409
55 H 5.226 -0.937 -0.005
56 H 0.070 -0.002 3.845
57 H 3.555 -1.333 0.426
58 H 3.089 5.430 -0.961
59 H 2.292 4.793 1.689
60 H 4.189 5.272 0.399
61 H 1.628 -1.528 -4.852
62 H -2.306 6.489 -1.082
63 H -0.204 -4.714 1.116
64 H 1.225 -4.619 -1.922
65 H -4.507 3.027 -2.266

Summary:
ΔE to the lowest compared entry with this formula, charge and spin in kcal per mole: 0.00
Max |F| in Eh/bohr: 0.0215
Multiplicity: 3
⟨S²⟩: 2.00
Gap between HOMO and LUMO (spin up / spin down) in eV: 7.54 / 7.54
Calculated total energy in a.u.: -4149.3102
Total charge: +1